Entry 1:
Computed, not measured: a structure of composition C4H4HgLiO5 at a distorted geometry, with ωB97M-V with the def2-TZVPD basis set.

Each line ends with the natural charge from an NBO analysis.
Geometry (Å):
O: 3.352550 -1.189028 0.208585  -0.711
C: 2.507836 -0.255191 0.200445  0.955
O: 2.737169 0.872073 0.709328  -0.786
Hg: 5.247366 0.129757 1.322706  0.710
O: 1.335189 -0.516336 -0.383847  -0.508
C: 0.441793 0.571583 -0.644737  -0.081
C: -0.758596 0.065951 -1.433089  -0.050
H: 0.975042 1.344019 -1.219759  0.175
H: 0.115151 1.006394 0.312504  0.174
H: -1.179390 0.979043 -1.916782  0.125
H: -0.352631 -0.546158 -2.272320  0.141
O: -5.336091 -0.427700 3.033992  -0.429
O: -1.687365 -0.610465 -0.692937  -1.091
C: -4.557121 -0.585988 2.239328  0.465
Li: -2.840899 -0.837953 0.536589  0.912

Atoms 1-6, force components in eV/Å:
1.0 -0.8 0.1
0.2 1.3 0.5
0.1 0.1 0.0
-1.7 -0.4 -0.7
0.3 -0.6 -0.1
-0.1 0.5 0.2

Computed properties:
molecular weight = 339.60 g/mol
electronic energy = -691.94566 hartree
frontier orbital gap (spin up / spin down) = 7.61 / 4.79 eV
E_HOMO (spin up / spin down) = -7.9094 / -7.9081 eV
relative energy (zero: lowest compared OMol25 entry of this formula, charge and spin) = 28.6 kcal per mole
multiplicity = 2



Entry 2:
Computed, not measured: an isolated molecule of C2H4N3P at a distorted geometry, with ωB97M-V with the def2-TZVPD basis set.

Each line ends with the natural charge from an NBO analysis.
Geometry (Å):
P: -2.022511 0.079181 -0.357090  0.212
C: 0.241379 -0.084385 -0.348867  0.252
N: 1.037446 -1.098516 -0.170240  -0.542
C: 2.326041 -0.625748 -0.168514  0.118
N: 2.274105 0.659871 -0.375605  -0.283
N: 0.997914 0.970296 -0.556171  -0.393
H: -2.424323 -1.325996 -0.757678  0.030
H: -2.069372 0.758573 -1.579348  -0.019
H: 3.014136 -1.282711 0.255198  0.213
H: 0.731251 1.950509 -0.540625  0.413

Atoms 1-6, force components in eV/Å:
2.7 -1.5 0.7
-3.3 -1.5 -0.6
-1.1 -2.1 0.6
-4.4 1.0 0.0
2.9 1.4 -0.1
0.1 1.9 0.3

Computed properties:
SMILES string = Pc1ncn[nH]1
molecular weight = 101.05 g/mol
electronic energy = -584.13996 hartree
frontier orbital gap = 10.03 eV
E_HOMO = -9.7868 eV
relative energy (zero: lowest compared OMol25 entry of this formula, charge and spin) = 43.1 kcal per mole